A 2-piece molecular cluster, C6H11N4 overall at a distorted geometry. Source: the OMol25 dataset; level of theory: the ωB97M-V functional and the def2-TZVPD basis.

ΔE to the lowest compared entry with this formula, charge and spin: 4.687 eV
max |F|: 4.346 eV/Å
energy: -12349.77843 eV

Geometry as ORCA input:
```
! RIJCOSX wB97M-V def2-TZVPD def2/J DEFGRID3
* xyz 1 1
C -2.56 -0.89 0.63
C -1.46 0.49 -0.61
C 2.08 1.05 0.28
C 1.95 0.58 -1.22
C 1.46 -0.27 -0.16
C 1.76 -1.72 0.12
N -1.29 -1.21 0.73
N -2.75 0.12 -0.22
N -0.62 -0.32 0.01
N -3.95 0.42 -0.72
H -3.36 -1.52 1.03
H -1.36 1.34 -1.33
H 3.01 0.83 0.87
H 1.45 1.84 0.64
H 1.37 1.02 -2.00
H 2.92 0.26 -1.51
H 2.65 -1.99 -0.42
H 0.90 -2.33 -0.43
H 1.72 -2.11 1.17
H -4.61 0.82 0.03
H -3.93 1.07 -1.53
*
```

=====

A 4-piece molecular cluster, C4H16O3 overall at a distorted geometry. Source: the OMol25 dataset; level of theory: the ωB97M-V functional and the def2-TZVPD basis.

ΔE to the lowest compared entry with this formula, charge and spin: 2.852 eV
structure (SMILES): CC(C)C.O.O.O
max |F|: 4.613 eV/Å
energy: -10547.62204 eV

Geometry as ORCA input:
```
! RIJCOSX wB97M-V def2-TZVPD def2/J DEFGRID3
* xyz 0 1
C -1.14 0.46 -0.94
C 0.13 0.12 -0.21
C 0.43 1.33 0.63
C -0.28 -1.15 0.85
H -2.01 -0.06 -0.48
H -1.57 1.49 -1.03
H -1.26 0.12 -1.98
H 0.92 -0.23 -0.84
H -0.48 1.73 0.96
H 1.07 2.17 0.17
H 0.92 1.01 1.66
H -0.81 -0.73 1.73
H -1.11 -1.76 0.45
H 0.64 -1.59 1.04
H -2.09 2.78 2.75
H -2.79 2.97 1.37
O -2.36 2.43 1.95
H 0.38 -1.59 -1.70
H -0.20 -1.87 -3.27
O -0.38 -1.55 -2.30
H 3.82 -1.40 0.83
H 2.69 -1.75 -0.11
O 3.63 -1.60 -0.09
*
```

=====

A 2-piece molecular cluster, C14H23N2O4 overall. Source: the OMol25 dataset; level of theory: the ωB97M-V functional and the def2-TZVPD basis.

max |F|: 0.672 eV/Å
energy: -26061.64016 eV

Geometry as ORCA input:
```
! RIJCOSX wB97M-V def2-TZVPD def2/J DEFGRID3
* xyz -1 1
N 2.98 -0.97 4.16
C 2.59 -2.25 3.54
C 3.39 -2.41 2.23
O 4.18 -3.37 2.18
O 3.15 -1.56 1.35
C 1.10 -2.37 3.30
C 0.45 -1.61 2.32
C -0.92 -1.75 2.10
C -1.67 -2.63 2.88
C -1.04 -3.37 3.87
C 0.34 -3.25 4.07
H 2.36 -0.80 4.95
H 2.82 -0.25 3.47
H 2.89 -3.07 4.18
H 1.03 -0.94 1.70
H -1.40 -1.19 1.32
H -2.73 -2.75 2.71
H -1.60 -4.06 4.48
H 0.84 -3.83 4.83
C -0.66 0.41 -5.04
O 0.10 1.50 -4.55
C -0.59 2.73 -4.48
C -0.88 3.14 -3.05
N -1.89 2.29 -2.44
C -2.08 2.48 -1.00
C -0.90 2.22 -0.06
O -0.52 0.87 0.06
C 0.33 0.36 -0.95
H 0.04 -0.40 -5.24
H -1.40 0.06 -4.31
H -1.17 0.68 -5.97
H -1.51 2.70 -5.07
H 0.06 3.49 -4.92
H -1.25 4.17 -3.05
H 0.07 3.13 -2.50
H -1.67 1.32 -2.61
H -2.88 1.81 -0.69
H -2.43 3.50 -0.83
H -1.22 2.52 0.94
H -0.02 2.84 -0.30
H 1.03 1.12 -1.30
H -0.23 -0.05 -1.79
H 0.91 -0.45 -0.51
*
```

=====

C3H6F3NO2 as an isolated structure at a distorted geometry. Source: the OMol25 dataset; level of theory: the ωB97M-V functional and the def2-TZVPD basis.

ΔE to the lowest compared entry with this formula, charge and spin: 0.259 eV
max |F|: 5.113 eV/Å
energy: -16944.43620 eV

Geometry as ORCA input:
```
! RIJCOSX wB97M-V def2-TZVPD def2/J DEFGRID3
* xyz 0 1
C 0.52 0.20 0.22
C -0.93 -0.79 -0.80
C 0.11 0.37 1.68
N 0.91 1.33 -0.61
O -0.27 -0.82 -2.03
O -1.20 -2.02 -0.35
F 1.02 0.88 2.52
F -0.97 1.21 1.80
F -0.19 -0.84 2.18
H 1.30 -0.61 0.10
H -1.71 -0.13 -0.67
H 0.34 2.08 -0.39
H 1.79 1.71 -0.25
H 0.15 0.02 -2.22
H -0.86 -2.59 -1.19
*
```

=====

A 2-piece molecular cluster, C6H5Cl4N2 overall at a distorted geometry. Source: the OMol25 dataset; level of theory: the ωB97M-V functional and the def2-TZVPD basis.

ΔE to the lowest compared entry with this formula, charge and spin: 1.236 eV
max |F|: 4.179 eV/Å
energy: -59363.16455 eV

Geometry as ORCA input:
```
! RIJCOSX wB97M-V def2-TZVPD def2/J DEFGRID3
* xyz 1 1
C 0.91 1.63 -0.58
C 0.51 -0.62 -1.40
C 1.01 0.70 -1.59
C -0.27 -0.83 -0.21
C -0.63 0.26 0.51
C -1.60 -0.15 2.82
N -0.05 1.43 0.41
N 0.88 -1.64 -2.14
Cl 2.17 0.88 -2.91
Cl -1.11 -2.26 0.05
Cl -2.50 1.25 3.18
Cl -0.11 -0.25 3.55
H 1.54 2.58 -0.70
H -2.24 -1.03 2.59
H -0.28 2.20 1.15
H 1.38 -1.63 -2.98
H 0.41 -2.52 -1.77
*
```

=====

A 2-piece molecular cluster, C2H9NS overall. Source: the OMol25 dataset; level of theory: the ωB97M-V functional and the def2-TZVPD basis.

ΔE to the lowest compared entry with this formula, charge and spin: 0.538 eV
structure (SMILES): CCN.S
max |F|: 0.885 eV/Å
energy: -14544.75528 eV

Geometry as ORCA input:
```
! RIJCOSX wB97M-V def2-TZVPD def2/J DEFGRID3
* xyz 0 1
S 0.72 -2.50 -2.24
H 0.19 -1.58 -3.06
C -0.11 -0.17 1.44
C 0.38 1.15 0.85
N -0.32 1.47 -0.38
H -0.74 -0.71 0.74
H -0.70 -0.06 2.34
H 0.72 -0.84 1.69
H 1.45 1.06 0.62
H 0.27 1.95 1.57
H -1.21 1.06 -0.60
H -0.25 2.39 -0.79
H -0.40 -3.23 -2.17
*
```